Density functional theory data (ωB97M-V/def2-TZVPD) for a molecular structure, C26H30CaIN2O2.

Computed properties:
E in Eh: -2243.97555
Max |F| in eV/A: 0.17
Lowest unoccupied orbital energy in eV: -2.96

```
! RIJCOSX wB97M-V def2-TZVPD def2/J DEFGRID3
* xyz 1 1
Ca 0.0531 -0.5570 0.1441
C -2.9681 0.7828 -3.3241
C -2.8643 1.8162 -2.2458
N -3.5399 2.9281 -2.3771
C -3.4496 3.8764 -1.4206
C -2.6876 3.7439 -0.2936
C -2.6311 4.8755 0.6999
O -1.3122 5.3938 0.8676
C -1.9408 2.5447 -0.1231
C -1.1290 2.4264 1.0635
N -0.3166 1.4731 1.3941
C 0.4201 1.6826 2.5930
C 1.0584 2.8973 2.8467
C 1.7996 3.0827 4.0019
C 1.9305 2.0566 4.9248
C 1.3133 0.8365 4.6908
C 0.5737 0.6670 3.5323
I -0.3826 -1.1826 3.2477
C -2.0218 1.5533 -1.1147
O -1.3750 0.4247 -1.0589
H -3.6787 1.1192 -4.0742
H -3.2923 -0.1759 -2.9156
H -1.9966 0.6226 -3.7982
H -4.0289 4.7761 -1.5928
H -2.9474 4.5528 1.6929
H -3.3244 5.6589 0.3865
H -1.0499 5.8211 0.0454
H -1.2105 3.2550 1.7636
H 0.9713 3.6956 2.1196
H 2.2827 4.0345 4.1763
H 2.5102 2.1983 5.8264
H 1.4001 0.0308 5.4063
C 0.8059 -4.2335 1.4722
C 0.9449 -3.3096 0.2858
C -0.0454 -3.3209 -0.7151
C -1.2494 -4.2245 -0.5860
C 0.1003 -2.5218 -1.8638
C -0.9812 -2.4895 -2.9132
C 1.2734 -1.7652 -2.0466
C 1.4858 -0.9682 -3.3094
C 2.2769 -1.7755 -1.0569
C 3.5696 -1.0294 -1.2975
C 2.0884 -2.4997 0.1353
C 3.1322 -2.4312 1.2268
H 0.9292 -5.2687 1.1461
H -0.1777 -4.1632 1.9366
H 1.5491 -4.0464 2.2383
H -2.1608 -3.6626 -0.3658
H -1.1218 -4.9646 0.1965
H -1.4237 -4.7616 -1.5166
H -0.6559 -2.9999 -3.8223
H -1.2327 -1.4633 -3.1726
H -1.8961 -2.9627 -2.5741
H 2.2153 -1.4688 -3.9508
H 1.8715 0.0300 -3.1026
H 0.5716 -0.8569 -3.8818
H 3.5592 -0.0171 -0.8819
H 3.7720 -0.9364 -2.3604
H 4.4111 -1.5528 -0.8508
H 3.8024 -3.2932 1.1877
H 2.6764 -2.4165 2.2150
H 3.7438 -1.5370 1.1431
*
```

Density functional theory data (ωB97M-V/def2-TZVPD) for a molecular structure, C26H30Cl4N6O2S4V in a non-equilibrium geometry.

Computed properties:
E in Eh: -5865.39720
Max |F| in eV/A: 3.73
Lowest unoccupied orbital energy (alpha / beta) in eV: -0.52 / -0.07

```
! RIJCOSX wB97M-V def2-TZVPD def2/J DEFGRID3
* xyz 0 2
V -0.3561 0.0645 1.7716
S -1.1134 1.7851 3.2339
S -0.7200 0.8405 5.0030
S -2.2202 -0.5588 4.8930
S -1.7612 -1.3437 3.0181
Cl 6.7807 -0.4638 0.3680
C 5.1505 -0.3588 0.9217
C 4.8933 -0.4081 2.2985
Cl 6.1697 -0.5706 3.4500
C 3.5723 -0.3302 2.7294
Cl 3.1690 -0.4113 4.4009
C 2.5645 -0.2011 1.8026
O 1.2183 -0.1292 2.1956
C 2.7577 -0.1462 0.4030
O 1.7646 -0.0496 -0.3859
C 4.1179 -0.2342 0.0005
Cl 4.3994 -0.2108 -1.7076
C 2.1479 3.0293 -0.8656
N 1.0077 2.8443 0.0363
C 1.3047 3.0237 1.4534
C -0.1308 2.2939 -0.4112
N -0.7839 1.3757 0.2989
C -2.2183 1.2620 0.1592
C -2.9876 2.3846 0.2621
C -4.3804 2.3384 0.0755
C -4.9815 1.1499 -0.2078
C -4.2283 -0.0460 -0.2805
C -4.8909 -1.2686 -0.5614
C -4.1929 -2.4322 -0.6112
C -2.8075 -2.4333 -0.3502
C -2.1205 -1.2821 -0.0934
N -0.7486 -1.3401 0.3248
C 0.1105 -2.1982 -0.2284
N 1.0825 -2.8012 0.4736
C 0.9692 -3.1983 1.8746
C 2.3844 -3.0625 -0.1367
N 0.1065 -2.4336 -1.5584
C -0.2740 -1.3894 -2.4860
C 0.2543 -3.7770 -2.0901
C -2.8224 -0.0218 -0.0732
N -0.5600 2.7342 -1.6311
C -1.3744 1.9702 -2.5634
C -0.3810 4.1229 -2.0253
H 3.0001 2.4770 -0.4689
H 2.4169 4.0847 -0.9485
H 1.9266 2.6265 -1.8469
H 1.9438 3.9039 1.5437
H 1.8375 2.1777 1.8822
H 0.3984 3.1897 2.0235
H -2.5004 3.3255 0.4919
H -4.9644 3.2467 0.1606
H -6.0535 1.0936 -0.3632
H -5.9627 -1.2530 -0.7209
H -4.7005 -3.3689 -0.8065
H -2.2757 -3.3768 -0.2952
H -0.0056 -2.9575 2.2746
H 1.7301 -2.6948 2.4718
H 1.1293 -4.2768 1.9498
H 2.4943 -2.4771 -1.0453
H 2.5233 -4.1246 -0.3550
H 3.1555 -2.7515 0.5690
H -0.0106 -0.4368 -2.0393
H -1.3376 -1.4183 -2.7429
H 0.3150 -1.5053 -3.3969
H 0.3623 -4.4903 -1.2760
H 1.1250 -3.8582 -2.7464
H -0.6396 -4.0392 -2.6628
H -1.3941 0.9268 -2.2977
H -0.9433 2.0685 -3.5617
H -2.4031 2.3350 -2.5863
H 0.0213 4.7021 -1.2003
H -1.3518 4.5395 -2.3057
H 0.2916 4.2135 -2.8816
*
```

Density functional theory data (ωB97M-V/def2-TZVPD) for a molecular structure, C26H30ClCsIN5O2S4Sb in a non-equilibrium geometry.

Computed properties:
E in Eh: -4044.15648
Max |F| in eV/A: 1.90
Lowest unoccupied orbital energy (alpha / beta) in eV: 3.36 / 3.36

```
! RIJCOSX wB97M-V def2-TZVPD def2/J DEFGRID3
* xyz -2 2
Cs -1.1882 -1.3629 -0.8586
C 2.2747 -0.3098 3.0572
C 2.2077 1.2208 3.2057
N 1.4963 1.7858 2.0697
C 0.6657 2.9433 2.3307
C -0.4357 2.7558 3.3829
S -1.4423 1.2670 3.1489
C -0.6626 0.0976 4.3106
C 0.0246 -1.1255 3.6999
N 0.9989 -0.8594 2.6618
H 2.6508 -0.7412 3.9987
H 2.9973 -0.5517 2.2746
H 3.2327 1.6121 3.2558
H 1.7380 1.4763 4.1627
H 0.8921 1.0417 1.7170
H 0.1899 3.2138 1.3854
H 1.2905 3.7966 2.6287
H -1.1149 3.6098 3.3344
H -0.0341 2.7407 4.3980
H -1.4549 -0.2738 4.9632
H 0.0118 0.6749 4.9448
H -0.7255 -1.7858 3.2611
H 0.4734 -1.6818 4.5426
H 1.0949 -1.6708 2.0653
Cl -2.3415 5.1254 -5.6024
C -2.3090 3.8332 -4.4120
C -3.3119 2.9038 -4.4046
C -3.3199 1.8583 -3.4828
I -4.8584 0.4564 -3.5243
C -2.3140 1.6729 -2.5046
O -2.2729 0.7264 -1.6864
C -1.2570 2.7062 -2.5242
N -0.2928 2.5845 -1.5853
C 0.6806 3.4598 -1.5563
C 0.7852 4.5300 -2.4633
C -0.1813 4.6798 -3.4167
C -1.2530 3.7621 -3.4727
H -4.1090 2.9806 -5.1330
H 1.4320 3.3266 -0.7845
H 1.6179 5.2204 -2.3947
H -0.1427 5.4916 -4.1312
S 0.5324 -6.3313 1.9637
Sb -0.8385 -5.0856 0.5826
S -1.9184 -3.3136 1.6894
S 0.1749 -4.3256 -1.3780
C 5.2590 2.9441 -3.6381
N 5.2441 2.0161 -2.5054
N 4.4290 0.9020 -2.7849
C 3.5048 0.6924 -1.7325
O 2.7187 -0.2235 -1.6884
C 3.7582 1.7866 -0.7992
C 4.7360 2.5446 -1.3074
C 5.2822 3.8279 -0.7844
C 4.9630 -0.1272 -3.5875
C 4.1237 -1.1432 -4.0447
C 4.6524 -2.1599 -4.8226
C 5.9959 -2.1677 -5.1738
C 6.8205 -1.1487 -4.7239
C 6.3145 -0.1329 -3.9259
H 5.6287 2.4194 -4.5170
H 5.9391 3.7646 -3.4154
H 4.2563 3.3331 -3.8468
H 3.2095 1.9231 0.1259
H 4.8838 4.0063 0.2124
H 4.9931 4.6697 -1.4182
H 6.3722 3.8033 -0.7329
H 3.0822 -1.1434 -3.7634
H 3.9977 -2.9562 -5.1521
H 6.3955 -2.9668 -5.7849
H 7.8734 -1.1466 -4.9793
H 6.9630 0.6433 -3.5442
*
```

Density functional theory data (ωB97M-V/def2-TZVPD) for a molecular structure, C26H30ClNSSn in a non-equilibrium geometry.

Computed properties:
E in Eh: -2135.35738
Max |F| in eV/A: 3.13
Lowest unoccupied orbital energy in eV: -7.90

```
! RIJCOSX wB97M-V def2-TZVPD def2/J DEFGRID3
* xyz 2 1
C -0.1278 0.2661 -6.7532
C 1.2468 0.7761 -6.7406
C -0.3704 -1.1415 -7.0855
C -1.2467 1.2134 -6.7747
Cl -0.2266 -0.1181 -2.9945
H -0.3920 -1.3438 -8.1707
H -1.3353 -1.4605 -6.6742
H 0.4177 -1.7682 -6.6520
H 1.6280 1.0492 -7.7399
H 1.9225 0.0170 -6.3287
H 1.3057 1.6718 -6.1114
H -1.4862 1.5947 -7.7828
H -1.0140 2.0792 -6.1439
H -2.1505 0.7315 -6.3840
C 1.2804 -1.5232 0.9687
C 0.6413 -2.6139 0.2787
C 1.0577 -2.5880 -1.0945
H 0.0526 -3.3743 0.7668
C 1.9517 -1.4837 -1.2595
C 2.0968 -0.8240 0.0041
H 2.7996 -0.0336 0.2378
H 1.2755 -1.3694 2.0432
H 0.8361 -3.3632 -1.8293
H 2.5018 -1.2300 -2.1569
C -2.3282 0.3295 0.3898
C -2.1495 -1.0235 0.8738
C -2.4438 -1.9079 -0.2191
H -1.9920 -1.3134 1.9137
C -2.7746 -1.1291 -1.3550
C -2.6731 0.2454 -0.9901
H -2.9216 1.1291 -1.5715
H -2.4027 1.2545 0.9540
H -2.5248 -2.9940 -0.1214
H -3.1116 -1.4995 -2.3214
Sn -0.2954 -0.4778 -0.5477
N 0.2501 1.1812 0.6540
S 0.0209 1.6011 2.2453
C 1.6607 1.3043 2.9378
C 1.9663 0.1889 3.7256
C 3.2423 0.0094 4.2691
C 4.2326 0.9631 4.0181
C 3.9482 2.0853 3.2315
C 2.6648 2.2576 2.6995
C -1.1729 0.9573 3.7259
C -2.5290 0.6826 3.5926
C -3.2967 0.2033 4.6581
C -2.7141 0.0835 5.9230
C -1.3881 0.4679 6.0984
C -0.6491 0.9459 5.0097
H 0.8533 1.8186 0.1344
H 1.1763 -0.5288 3.9244
H 3.4537 -0.8844 4.8777
H 5.2296 0.8276 4.4389
H 4.7355 2.8252 3.0194
H 2.4228 3.1120 2.0749
H -3.0146 0.8497 2.6426
H -4.3323 -0.0945 4.5016
H -3.2771 -0.3061 6.7530
H -0.8969 0.3834 7.0615
H 0.3665 1.2890 5.1546
*
```

Which formula does entry 4 have? C26H30ClNSSn

Look up the E of the fourth one. -2135.35738 Eh

Please write out number 2 again, unchanged.
Density functional theory data (ωB97M-V/def2-TZVPD) for a molecular structure, C26H30Cl4N6O2S4V in a non-equilibrium geometry.

Computed properties:
E in Eh: -5865.39720
Max |F| in eV/A: 3.73
Lowest unoccupied orbital energy (alpha / beta) in eV: -0.52 / -0.07

```
! RIJCOSX wB97M-V def2-TZVPD def2/J DEFGRID3
* xyz 0 2
V -0.3561 0.0645 1.7716
S -1.1134 1.7851 3.2339
S -0.7200 0.8405 5.0030
S -2.2202 -0.5588 4.8930
S -1.7612 -1.3437 3.0181
Cl 6.7807 -0.4638 0.3680
C 5.1505 -0.3588 0.9217
C 4.8933 -0.4081 2.2985
Cl 6.1697 -0.5706 3.4500
C 3.5723 -0.3302 2.7294
Cl 3.1690 -0.4113 4.4009
C 2.5645 -0.2011 1.8026
O 1.2183 -0.1292 2.1956
C 2.7577 -0.1462 0.4030
O 1.7646 -0.0496 -0.3859
C 4.1179 -0.2342 0.0005
Cl 4.3994 -0.2108 -1.7076
C 2.1479 3.0293 -0.8656
N 1.0077 2.8443 0.0363
C 1.3047 3.0237 1.4534
C -0.1308 2.2939 -0.4112
N -0.7839 1.3757 0.2989
C -2.2183 1.2620 0.1592
C -2.9876 2.3846 0.2621
C -4.3804 2.3384 0.0755
C -4.9815 1.1499 -0.2078
C -4.2283 -0.0460 -0.2805
C -4.8909 -1.2686 -0.5614
C -4.1929 -2.4322 -0.6112
C -2.8075 -2.4333 -0.3502
C -2.1205 -1.2821 -0.0934
N -0.7486 -1.3401 0.3248
C 0.1105 -2.1982 -0.2284
N 1.0825 -2.8012 0.4736
C 0.9692 -3.1983 1.8746
C 2.3844 -3.0625 -0.1367
N 0.1065 -2.4336 -1.5584
C -0.2740 -1.3894 -2.4860
C 0.2543 -3.7770 -2.0901
C -2.8224 -0.0218 -0.0732
N -0.5600 2.7342 -1.6311
C -1.3744 1.9702 -2.5634
C -0.3810 4.1229 -2.0253
H 3.0001 2.4770 -0.4689
H 2.4169 4.0847 -0.9485
H 1.9266 2.6265 -1.8469
H 1.9438 3.9039 1.5437
H 1.8375 2.1777 1.8822
H 0.3984 3.1897 2.0235
H -2.5004 3.3255 0.4919
H -4.9644 3.2467 0.1606
H -6.0535 1.0936 -0.3632
H -5.9627 -1.2530 -0.7209
H -4.7005 -3.3689 -0.8065
H -2.2757 -3.3768 -0.2952
H -0.0056 -2.9575 2.2746
H 1.7301 -2.6948 2.4718
H 1.1293 -4.2768 1.9498
H 2.4943 -2.4771 -1.0453
H 2.5233 -4.1246 -0.3550
H 3.1555 -2.7515 0.5690
H -0.0106 -0.4368 -2.0393
H -1.3376 -1.4183 -2.7429
H 0.3150 -1.5053 -3.3969
H 0.3623 -4.4903 -1.2760
H 1.1250 -3.8582 -2.7464
H -0.6396 -4.0392 -2.6628
H -1.3941 0.9268 -2.2977
H -0.9433 2.0685 -3.5617
H -2.4031 2.3350 -2.5863
H 0.0213 4.7021 -1.2003
H -1.3518 4.5395 -2.3057
H 0.2916 4.2135 -2.8816
*
```

Which value of E does entry 3 give? -4044.15648 Eh